# 1
ORCA calculation (wB97M-V/def2-TZVPD) on C43H58Cl2FFeN3O3SSi3 as an isolated structure at a distorted geometry.

Each line ends with the Löwdin charge.
Positions of all 115 atoms, in Å:
Fe1 -0.551 0.310 0.544  0.84
Cl1 -5.479 1.559 3.820  0.77
Cl2 -6.433 5.745 0.452  0.72
S1 0.924 -1.333 4.710  0.43
Si1 1.149 3.167 -1.894  0.38
Si2 2.363 1.449 0.195  0.26
Si3 0.877 3.936 1.137  0.36
F1 0.643 -2.333 0.913  0.01
O1 1.668 -0.013 -0.370  -0.34
O2 -1.668 1.455 -0.974  -0.06
O3 -2.324 1.690 1.103  -0.03
N1 -5.379 2.868 1.201  0.10
N2 -0.002 0.001 2.417  0.00
N3 -1.861 -1.444 0.161  0.04
C1 -6.210 3.083 3.446  -0.57
C2 -5.960 2.784 -2.944  -0.10
C3 2.936 1.244 1.964  -0.16
C4 -2.576 -1.274 -2.834  -0.34
C5 -4.472 3.025 -1.048  -0.14
C6 -3.466 -0.944 -1.627  -0.13
C7 -4.722 -0.456 -1.991  -0.06
C8 0.168 -4.541 0.336  -0.04
C9 2.433 5.014 1.342  -0.20
C10 1.091 2.654 -0.134  -0.42
C11 -7.383 5.502 2.921  -0.14
C12 0.379 -0.563 3.365  -0.95
C13 -7.515 4.954 4.182  -0.11
C14 -0.719 -5.521 -0.116  -0.14
C15 -6.849 2.717 -0.719  -0.08
C16 -2.402 -3.794 -0.338  -0.07
C17 -6.664 4.851 1.930  -0.56
C18 4.037 1.587 -0.691  -0.17
C19 2.439 -1.157 -0.680  -0.15
C20 -1.059 -1.309 -2.682  -0.07
C21 -0.245 -3.238 0.430  -0.22
C22 -5.720 -0.239 -1.064  -0.10
C23 -1.528 -2.757 0.078  -0.27
C24 -3.106 3.309 -0.489  -0.04
C25 -4.195 -3.001 2.292  -0.06
C26 -0.497 5.185 0.777  -0.17
C27 -3.039 -2.579 -3.501  -0.07
C28 -2.005 -5.121 -0.437  -0.13
C29 1.592 1.780 -3.104  -0.17
C30 -6.073 3.591 2.136  -0.28
C31 0.500 3.314 2.878  -0.18
C32 -2.321 2.061 -0.089  -0.64
C33 -4.231 -1.023 0.686  -0.12
C34 2.435 4.545 -2.188  -0.19
C35 -3.101 -0.902 3.037  -0.09
C36 -6.901 3.737 4.443  -0.13
C37 -7.048 2.684 -2.088  -0.11
C38 -0.360 3.904 -2.759  -0.19
C39 -5.467 -0.538 0.263  -0.06
C40 -4.193 -1.476 2.148  -0.37
C41 -4.686 2.949 -2.420  -0.02
C42 -5.571 2.891 -0.201  -0.26
C43 -3.186 -1.160 -0.261  -0.20
H1 4.718 0.788 -0.380  0.02
H2 2.342 5.694 2.196  0.02
H3 2.618 5.613 0.446  0.00
H4 -4.951 -3.469 1.655  0.08
H5 -2.810 -3.437 -2.873  0.06
H6 -0.787 4.774 -2.259  0.00
H7 3.679 0.442 2.018  0.03
H8 -3.228 -3.426 2.034  0.07
H9 -8.048 2.555 -2.485  0.10
H10 -0.226 3.974 3.362  0.02
H11 -1.133 3.141 -2.870  0.01
H12 -3.215 3.940 0.393  0.11
H13 2.027 5.509 -1.867  0.02
H14 -2.803 -0.477 -3.550  0.12
H15 -3.424 -3.526 -0.571  0.11
H16 1.180 -4.781 0.639  0.11
H17 3.409 2.162 2.324  0.03
H18 -2.140 -1.327 2.774  0.04
H19 -1.453 4.799 1.138  0.01
H20 -2.730 -5.858 -0.769  0.09
H21 -0.607 -1.235 -3.676  0.08
H22 2.647 1.511 -3.100  0.00
H23 -0.606 5.404 -0.284  0.00
H24 -4.408 -3.269 3.332  0.07
H25 -7.803 6.472 2.690  0.09
H26 1.033 0.880 -2.862  0.01
H27 2.690 4.631 -3.251  0.02
H28 -2.521 -2.713 -4.456  0.07
H29 -7.681 2.607 -0.033  0.12
H30 -0.408 -6.554 -0.199  0.08
H31 -0.706 -0.477 -2.088  0.04
H32 3.977 1.576 -1.777  0.00
H33 -4.914 -0.254 -3.040  0.11
H34 1.826 -1.843 -1.266  0.08
H35 3.312 -0.874 -1.275  0.07
H36 -8.065 5.472 4.955  0.09
H37 -4.652 2.248 1.541  0.10
H38 2.126 0.999 2.643  -0.01
H39 -3.302 -1.164 4.081  0.08
H40 -0.716 -2.241 -2.231  0.07
H41 -0.296 6.127 1.296  0.02
H42 4.493 2.536 -0.398  0.02
H43 -4.116 -2.570 -3.692  0.07
H44 -6.682 0.150 -1.373  0.09
H45 -3.012 0.178 2.953  0.04
H46 -0.036 4.220 -3.755  0.02
H47 1.394 3.280 3.505  0.02
H48 3.353 4.378 -1.628  0.01
H49 -6.254 -0.410 1.000  0.10
H50 -5.156 -1.136 2.546  0.09
H51 -6.960 3.277 5.419  0.10
H52 -2.515 3.842 -1.227  0.09
H53 3.315 4.387 1.504  0.01
H54 -6.101 2.737 -4.016  0.09
H55 0.070 2.313 2.866  -0.01
H56 2.774 -1.675 0.221  0.08
H57 1.326 2.083 -4.122  0.02
H58 -3.830 3.030 -3.079  0.12

energy above the lowest of the compared OMol25 structures with the same formula, charge and spin: 0.000 eV
orbital gap (spin up / spin down): 0.21526 / 0.21547 Ha
⟨S²⟩: 6.01
highest occupied orbital energy (spin up / spin down): -2.05 / -2.06 eV
multiplicity: 5
total charge: -2

# 2
ORCA calculation (wB97M-V/def2-TZVPD) on C43H58Cl2N2O4SSc as an isolated structure at a distorted geometry.

Each line ends with the Löwdin charge.
Positions of all 111 atoms, in Å:
Sc1 -1.326 0.527 1.337  0.97
Cl1 -6.967 2.269 4.905  0.73
Cl2 -4.534 -2.313 3.513  0.76
S1 -1.478 3.356 -0.623  1.05
O1 -1.307 1.936 -0.140  -0.58
O2 -2.240 -0.631 -0.092  -0.06
O3 -2.362 -0.508 2.552  -0.14
O4 0.369 1.080 2.203  -0.11
N1 0.301 -0.640 0.315  0.12
N2 -2.363 2.150 2.595  0.05
C1 0.891 3.622 -2.297  -0.29
C2 2.319 3.054 3.294  -0.03
C3 3.734 -0.151 2.475  0.06
C4 3.758 -1.150 1.470  -0.15
C5 -2.223 3.217 -2.313  -0.30
C6 -4.521 2.210 3.737  -0.16
C7 -4.412 3.609 3.832  0.00
C8 0.239 3.948 -0.966  -0.30
C9 -5.614 1.457 4.215  -0.61
C10 -3.502 -2.903 -1.425  -0.53
C11 2.688 1.682 3.876  -0.53
C12 -0.083 -1.268 -0.794  -0.14
C13 -1.862 1.946 -3.064  -0.28
C14 -1.290 -2.848 -2.710  0.08
C15 0.677 -1.741 -1.892  0.04
C16 -2.872 1.645 -4.169  -0.08
C17 5.033 -1.954 1.304  -0.56
C18 1.491 -0.536 0.919  -0.15
C19 -3.407 0.078 3.057  -0.36
C20 1.662 1.277 4.942  -0.02
C21 5.388 -2.646 2.628  -0.03
C22 -3.276 4.223 3.368  -0.02
C23 -3.439 1.512 3.130  -0.12
C24 6.151 -0.980 0.899  -0.03
C25 -2.096 -2.399 -1.703  -0.07
C26 2.659 0.647 2.760  -0.07
C27 2.172 4.431 -2.469  -0.09
C28 2.233 -3.048 -4.046  -0.04
C29 -4.520 -0.596 3.573  -0.57
C30 -2.282 3.457 2.744  -0.11
C31 0.759 -2.665 -4.237  -0.55
C32 -4.523 -1.770 -1.594  -0.03
C33 4.896 -3.037 0.234  -0.06
C34 1.462 0.442 2.004  -0.22
C35 -1.551 -1.388 -0.833  -0.23
C36 0.673 -1.329 -4.996  -0.03
C37 -3.896 -4.060 -2.346  -0.05
C38 2.649 -1.312 0.684  0.06
C39 0.061 -2.428 -2.905  -0.14
C40 4.065 1.794 4.541  -0.05
C41 -5.603 0.083 4.134  -0.11
C42 -3.533 -3.400 0.029  -0.03
C43 0.103 -3.745 -5.105  -0.05
H1 4.590 -3.324 2.921  0.09
H2 -5.213 4.173 4.286  0.10
H3 0.167 5.028 -0.835  0.10
H4 4.023 2.556 5.315  0.09
H5 -0.905 -3.470 -5.404  0.08
H6 -3.887 1.607 -3.779  0.08
H7 1.117 2.557 -2.358  0.11
H8 2.815 -2.236 -3.618  0.07
H9 3.011 3.328 2.500  0.09
H10 -1.679 -3.557 -3.420  0.10
H11 2.611 4.218 -3.440  0.08
H12 2.600 -2.081 -0.068  0.10
H13 0.672 1.169 4.503  0.08
H14 -4.526 -3.765 0.274  0.09
H15 0.687 -3.854 -6.017  0.09
H16 1.956 5.494 -2.422  0.08
H17 6.342 -0.247 1.678  0.08
H18 7.073 -1.527 0.716  0.09
H19 -0.871 2.026 -3.509  0.10
H20 -2.830 2.404 -4.948  0.08
H21 -1.839 1.121 -2.346  0.09
H22 1.112 -1.435 -5.987  0.09
H23 2.321 -3.917 -3.398  0.09
H24 -5.527 -2.174 -1.509  0.09
H25 -1.389 3.938 2.359  0.11
H26 -3.140 5.289 3.464  0.11
H27 4.648 -2.614 -0.737  0.08
H28 -2.643 0.682 -4.619  0.07
H29 1.617 2.034 5.718  0.09
H30 -1.963 4.132 -2.841  0.10
H31 4.134 -3.760 0.517  0.09
H32 -3.218 -4.905 -2.238  0.09
H33 -4.419 -1.310 -2.575  0.09
H34 4.625 -0.033 3.067  0.10
H35 2.370 3.808 4.076  0.09
H36 0.810 3.527 -0.136  0.10
H37 -2.830 -4.217 0.167  0.10
H38 4.355 0.861 5.020  0.09
H39 5.545 -1.940 3.438  0.08
H40 -3.914 -3.749 -3.388  0.09
H41 6.301 -3.222 2.503  0.09
H42 -3.282 -2.605 0.729  0.06
H43 5.878 -0.451 -0.012  0.09
H44 2.899 4.194 -1.697  0.08
H45 1.945 0.333 5.398  0.09
H46 1.203 -0.545 -4.458  0.08
H47 -4.395 -1.009 -0.830  0.08
H48 1.308 3.031 2.896  0.06
H49 -4.895 -4.404 -2.086  0.09
H50 -3.295 3.229 -2.116  0.09
H51 1.723 -1.480 -1.942  0.11
H52 0.079 -4.706 -4.598  0.10
H53 2.672 -3.291 -5.012  0.09
H54 4.831 2.088 3.826  0.09
H55 -0.366 -1.029 -5.109  0.08
H56 5.839 -3.568 0.134  0.09
H57 0.225 3.877 -3.120  0.09
H58 -6.432 -0.489 4.517  0.11

energy above the lowest of the compared OMol25 structures with the same formula, charge and spin: 0.399 eV
orbital gap: 0.19319 Ha
highest occupied orbital energy: -9.87 eV
total charge: +1

# 3
ORCA calculation (wB97M-V/def2-TZVPD) on C43H58F6LuN5O2PSb2Si as an isolated structure at a distorted geometry.

Each line ends with the Löwdin charge.
Positions of all 119 atoms, in Å:
Lu1 13.950 11.426 10.181  1.80
Sb1 8.514 14.468 15.509  1.28
Sb2 10.938 17.202 12.900  1.43
P1 13.576 15.363 10.551  0.26
Si1 15.803 8.847 7.395  0.43
F1 14.109 15.491 12.031  -0.13
F2 12.132 14.969 11.154  -0.20
F3 12.931 15.133 9.109  -0.12
F4 14.133 13.683 10.650  -0.31
F5 15.011 15.673 9.857  -0.13
F6 13.152 16.954 10.558  -0.18
O1 11.968 11.959 10.546  -0.29
O2 13.534 12.175 8.059  -0.27
N1 14.513 9.665 8.438  -0.17
N2 12.579 11.778 7.245  0.09
N3 16.931 11.945 10.777  -0.21
N4 14.636 11.393 12.360  0.07
N5 13.150 9.235 11.374  -0.24
C1 12.436 8.783 13.673  0.02
C2 9.830 11.789 11.399  -0.05
C3 10.582 18.577 11.208  -0.30
C4 14.096 10.754 14.686  0.04
C5 9.497 13.533 17.289  -0.33
C6 17.671 10.696 10.987  -0.06
C7 7.776 17.455 15.445  -0.26
C8 10.141 13.193 9.383  0.00
C9 16.656 12.716 11.965  -0.19
C10 17.218 14.555 13.465  0.02
C11 9.864 18.555 14.417  -0.27
C12 10.714 12.367 10.409  -0.35
C13 17.489 13.726 12.347  0.02
C14 13.218 9.488 12.775  -0.16
C15 15.148 13.327 13.777  0.00
C16 16.075 14.278 14.172  -0.05
C17 10.549 8.736 7.247  -0.06
C18 8.460 11.864 11.316  -0.09
C19 13.245 10.075 15.528  -0.03
C20 11.470 7.719 7.618  -0.03
C21 11.741 8.859 10.971  -0.02
C22 8.413 18.408 14.513  -0.23
C23 12.826 8.114 7.700  -0.09
C24 15.813 9.772 5.793  -0.15
C25 8.549 16.551 16.244  -0.36
C26 7.659 19.212 13.655  -0.02
C27 6.276 19.114 13.724  -0.03
C28 12.456 9.040 15.053  0.03
C29 14.087 8.155 11.031  -0.04
C30 6.371 17.573 15.556  -0.03
C31 12.414 10.428 7.206  -0.25
C32 7.939 12.441 10.157  -0.09
C33 13.259 9.457 7.812  -0.37
C34 17.457 12.791 9.700  -0.05
C35 8.742 13.178 9.254  -0.06
C36 12.948 17.713 13.832  -0.27
C37 14.044 10.589 13.277  -0.15
C38 17.505 8.993 8.152  -0.19
C39 15.673 7.033 6.950  -0.20
C40 5.659 18.295 14.643  -0.05
C41 6.516 13.937 16.173  -0.36
C42 15.493 12.410 12.738  -0.19
C43 11.128 9.950 6.773  0.02
H1 17.586 12.128 8.821  0.09
H2 11.606 8.920 9.882  0.07
H3 9.551 18.797 10.970  -0.01
H4 9.440 8.670 7.118  0.12
H5 18.463 13.200 9.891  0.10
H6 17.857 10.009 8.152  -0.01
H7 13.267 10.287 16.598  0.13
H8 9.593 16.862 16.448  0.07
H9 10.784 13.825 8.739  0.12
H10 11.685 8.139 13.274  0.11
H11 15.954 14.867 15.059  0.12
H12 16.671 13.515 9.428  0.10
H13 14.211 13.282 14.277  0.12
H14 10.515 13.285 17.146  -0.05
H15 7.821 11.364 12.049  0.11
H16 13.488 16.759 13.925  -0.03
H17 10.364 11.387 12.267  0.10
H18 6.881 12.417 9.960  0.10
H19 4.590 18.233 14.764  0.13
H20 5.733 16.995 16.250  0.13
H21 15.670 9.277 4.830  0.05
H22 8.225 13.697 8.420  0.12
H23 5.626 19.587 13.033  0.11
H24 18.472 13.811 11.840  0.14
H25 18.599 10.729 11.598  0.11
H26 17.853 15.394 13.648  0.13
H27 18.305 8.524 7.518  0.07
H28 15.994 6.356 7.792  0.05
H29 10.205 19.609 14.095  0.12
H30 11.079 9.538 11.491  0.06
H31 18.048 10.389 9.989  0.05
H32 11.019 18.121 10.311  0.00
H33 7.949 16.499 17.218  0.11
H34 6.334 14.405 17.140  0.00
H35 14.794 11.513 15.033  0.12
H36 13.867 7.252 11.555  0.10
H37 16.444 6.906 6.128  0.06
H38 8.941 12.531 17.400  0.02
H39 11.904 8.443 15.765  0.13
H40 14.674 6.695 6.563  0.04
H41 17.048 9.865 11.372  0.08
H42 13.624 7.419 7.940  0.06
H43 8.186 19.857 12.984  0.11
H44 10.397 18.208 15.317  0.04
H45 12.689 18.219 14.808  0.01
H46 6.432 12.822 16.287  0.02
H47 15.033 8.569 11.308  0.08
H48 5.663 14.325 15.599  0.00
H49 13.500 18.376 13.158  0.01
H50 10.524 10.694 6.221  0.13
H51 17.607 8.554 9.169  0.04
H52 16.773 10.280 5.729  0.04
H53 11.041 19.535 11.461  0.01
H54 11.198 6.684 7.792  0.12
H55 11.543 7.775 11.297  0.13
H56 14.083 7.998 9.969  0.05
H57 9.393 14.175 18.205  0.02
H58 15.036 10.492 5.959  0.01

energy above the lowest of the compared OMol25 structures with the same formula, charge and spin: 6.968 eV
orbital gap (spin up / spin down): 0.09889 / 0.09831 Ha
⟨S²⟩: 0.77
highest occupied orbital energy (spin up / spin down): -11.67 / -11.67 eV
multiplicity: 2
total charge: +2

# 4
ORCA calculation (wB97M-V/def2-TZVPD) on C43H58GeN6Sn as an isolated structure at a distorted geometry.

Each line ends with the Löwdin charge.
Positions of all 109 atoms, in Å:
Sn1 -0.967 -0.494 -0.005  1.45
Ge1 -0.873 0.286 4.347  1.31
N1 -3.243 0.914 0.281  -0.08
N2 -0.636 0.228 -2.781  0.04
N3 -3.504 -1.797 -0.554  -0.21
N4 -1.760 -2.419 1.648  -0.04
N5 1.196 0.749 -0.880  -0.01
N6 -0.817 -2.632 -1.575  -0.06
C1 -2.173 -1.145 4.867  -0.33
C2 -0.062 0.275 2.537  -0.42
C3 -1.923 -3.577 -1.444  -0.23
C4 -0.791 2.352 8.059  -0.06
C5 2.430 0.319 3.052  -0.09
C6 5.546 3.435 -0.520  -0.05
C7 -4.507 -1.740 4.914  -0.08
C8 0.463 3.691 6.503  -0.06
C9 1.338 -1.798 2.918  -0.08
C10 4.808 2.955 -1.772  -0.56
C11 0.559 0.033 -6.942  -0.56
C12 2.002 1.186 0.074  -0.12
C13 0.245 2.749 5.515  -0.12
C14 0.669 1.480 -7.449  -0.02
C15 -2.865 -3.247 5.808  -0.06
C16 -0.060 3.496 7.772  -0.04
C17 3.647 -0.321 3.204  -0.06
C18 2.661 1.795 -2.443  0.06
C19 -0.503 1.609 5.797  -0.30
C20 3.152 1.916 -0.138  0.03
C21 -4.188 -2.940 5.529  -0.06
C22 -3.504 -0.851 4.580  -0.14
C23 2.550 -2.440 3.093  -0.07
C24 -1.859 -2.351 5.483  -0.10
C25 1.520 1.059 -2.142  -0.20
C26 1.248 -0.406 2.868  -0.44
C27 3.714 -1.704 3.232  -0.07
C28 4.510 4.171 -2.656  -0.03
C29 -0.433 -0.733 -7.821  -0.05
C30 1.928 -0.652 -7.049  -0.04
C31 -4.465 -0.798 -1.055  -0.18
C32 5.709 1.960 -2.518  -0.03
C33 0.992 0.503 -4.509  0.06
C34 -3.951 0.643 -0.972  -0.25
C35 0.593 0.587 -3.180  -0.20
C36 -1.186 -0.208 -5.076  0.02
C37 -1.491 -0.141 -3.729  -0.15
C38 -1.014 1.405 7.075  -0.11
C39 0.107 0.094 -5.501  -0.14
C40 -3.286 -2.880 -1.518  -0.17
C41 -3.037 -3.119 1.543  -0.22
C42 -4.018 -2.286 0.730  -0.19
C43 3.525 2.234 -1.438  -0.14
H1 2.581 -3.519 3.126  0.11
H2 0.102 4.237 8.540  0.12
H3 -2.619 -4.178 6.296  0.12
H4 -4.936 -2.875 0.587  0.14
H5 -5.535 -1.490 4.709  0.11
H6 1.408 2.043 -6.884  0.08
H7 -4.811 1.309 -1.111  0.13
H8 -3.889 0.825 1.061  0.08
H9 -3.357 -2.455 -2.521  0.11
H10 -1.771 -1.832 2.479  0.02
H11 5.258 1.635 -3.452  0.08
H12 0.145 1.350 2.381  0.01
H13 4.659 -2.203 3.374  0.11
H14 -2.954 1.889 0.264  0.09
H15 -1.582 0.510 7.299  0.10
H16 -4.064 -3.652 -1.425  0.14
H17 2.715 -0.075 -6.572  0.08
H18 6.663 2.428 -2.741  0.09
H19 4.053 3.889 -3.600  0.08
H20 -1.018 -3.099 1.774  0.08
H21 3.841 4.858 -2.144  0.10
H22 0.436 -2.384 2.834  0.07
H23 5.892 1.081 -1.903  0.09
H24 -2.487 -0.399 -3.389  0.09
H25 1.718 0.906 1.067  0.04
H26 2.405 1.403 3.063  0.11
H27 5.839 2.601 0.112  0.09
H28 0.060 -3.127 -1.442  0.10
H29 -0.830 -2.588 5.720  0.11
H30 0.654 2.901 4.524  0.09
H31 -1.192 2.203 9.050  0.12
H32 0.967 1.478 -8.494  0.10
H33 2.883 2.048 -3.466  0.11
H34 -4.261 -1.407 1.327  0.11
H35 3.741 2.213 0.712  0.11
H36 1.899 -1.641 -6.598  0.10
H37 -3.481 -3.291 2.532  0.12
H38 -0.800 -2.268 -2.524  0.06
H39 2.192 -0.760 -8.097  0.09
H40 -1.913 -4.328 -2.245  0.13
H41 1.032 4.583 6.285  0.11
H42 -1.954 -0.500 -5.772  0.11
H43 -3.241 0.830 -1.780  0.08
H44 -0.590 -1.740 -7.441  0.09
H45 -0.033 -0.812 -8.828  0.09
H46 -2.898 -4.095 1.079  0.11
H47 -1.389 -0.218 -7.884  0.09
H48 -4.709 -0.992 -2.101  0.12
H49 4.547 0.263 3.320  0.11
H50 6.452 3.956 -0.815  0.09
H51 -4.969 -3.633 5.799  0.12
H52 2.008 0.740 -4.771  0.11
H53 -1.795 -4.104 -0.503  0.09
H54 4.935 4.126 0.056  0.09
H55 -3.744 0.100 4.115  0.10
H56 5.435 4.695 -2.878  0.09
H57 -5.405 -0.873 -0.499  0.13
H58 -0.288 1.992 -7.366  0.09

energy above the lowest of the compared OMol25 structures with the same formula, charge and spin: 2.999 eV
orbital gap: 0.22808 Ha
highest occupied orbital energy: -11.93 eV
total charge: +2

total charge of number 1 (C43H58Cl2FFeN3O3SSi3)? -2